ORCA calculation (ωB97M-V/def2-TZVPD) on 14 unconnected molecules or ions with the total composition C72H173N17O14.

The calculation puts the max |F| at 3.407 eV/Å. The calculation puts the frontier orbital gap at 8.440 eV. As for the electronic energy: -131458.977 eV.

Geometry as XYZ:
```
276
Properties=species:S:1:pos:R:3:mulliken_charge:R:1
O -2.198 -29.655 5.560 -0.15
O -5.930 -27.024 -3.153 -0.44
O -5.295 -36.123 3.214 -0.51
O -9.151 -24.467 -1.298 0.43
O -13.265 -27.013 -2.335 -0.63
O -11.909 -31.407 2.663 0.17
O -1.762 -33.617 -1.601 -0.59
O -9.973 -34.411 5.876 -0.70
O -10.786 -25.393 2.637 -0.71
O -10.400 -33.609 -3.738 -0.60
O -3.173 -27.228 1.985 -0.38
O -8.659 -29.117 9.655 -0.32
O -8.125 -35.702 2.535 -0.67
O -7.192 -28.195 0.847 2.66
N -4.644 -27.169 -0.404 0.49
N -9.559 -36.654 4.073 -0.30
N -7.162 -22.350 -1.668 -0.67
N -11.610 -32.907 -3.638 1.48
N -3.441 -25.081 -4.848 -0.76
N -9.712 -33.318 3.832 2.21
N -10.020 -27.368 1.690 0.41
N -12.191 -26.576 -3.162 1.33
N -8.619 -37.913 2.249 -0.46
N -11.195 -32.528 5.505 0.02
N -7.627 -29.520 1.261 0.24
N -4.653 -36.057 4.448 0.32
N -7.889 -31.536 7.118 0.19
N -12.627 -34.186 2.349 -0.46
N -4.468 -30.748 8.341 -0.56
N -2.065 -32.409 -0.958 0.75
N -8.599 -26.164 3.028 -0.14
C -1.845 -33.468 1.152 -2.22
C -4.050 -34.816 6.345 -1.70
C -6.905 -29.018 3.509 -0.79
C 0.172 -32.317 0.191 -2.04
C -0.847 -31.352 -2.777 -1.89
C -4.731 -37.394 5.143 1.66
C -12.054 -33.088 -2.255 1.72
C -1.388 -32.271 0.314 2.05
C -10.782 -25.624 -5.396 -1.28
C -9.615 -25.698 -0.809 -1.64
C -11.242 -24.713 -4.259 -0.09
C -5.651 -25.055 0.396 -0.03
C -10.459 -27.016 -4.875 -0.31
C -7.322 -31.416 2.817 -0.35
C -12.450 -33.126 -4.803 1.07
C -1.919 -30.945 0.927 -0.62
C -11.683 -27.597 -4.094 1.83
C -12.711 -24.405 -2.266 -1.30
C -11.716 -32.576 -6.026 -1.89
C -13.254 -31.721 2.258 -1.31
C -2.155 -31.356 -1.979 1.82
C -7.208 -26.782 -2.682 -0.44
C -4.345 -33.708 4.042 -1.79
C -13.802 -25.107 -4.359 -1.88
C -8.436 -22.195 -0.980 -0.12
C -9.523 -21.493 -1.809 -1.09
C -6.481 -34.528 5.384 -0.32
C -8.175 -30.206 7.625 1.15
C -2.629 -30.072 -1.277 0.52
C -4.940 -34.772 5.118 3.06
C -1.852 -29.791 -0.016 -0.73
C -9.875 -26.203 2.445 0.50
C -2.821 -29.676 6.829 -1.44
C -11.874 -30.224 3.532 -1.25
C -12.416 -34.587 -1.884 -1.66
C -8.405 -30.378 9.082 -0.97
C -5.297 -30.107 1.959 -1.37
C -12.798 -28.209 -4.973 -1.46
C -4.185 -26.228 -4.544 0.48
C -3.902 -38.289 4.220 -1.88
C -9.450 -29.689 7.026 -1.46
C -10.853 -32.757 -1.386 -1.19
C -3.243 -31.702 -2.951 -2.05
C -12.698 -34.608 -5.143 -1.73
C -8.799 -36.635 2.886 0.44
C -4.511 -26.038 0.513 0.13
C -6.726 -30.517 -0.929 -1.68
C -3.881 -30.760 7.011 0.24
C -4.984 -30.595 5.981 0.38
C -13.348 -33.145 1.708 2.49
C -4.418 -26.556 1.929 -0.36
C -14.294 -32.588 -3.186 -0.89
C -13.811 -32.387 -4.586 -0.86
C -5.290 -25.826 -3.599 -0.50
C -6.790 -30.017 2.375 3.51
C -1.648 -30.869 5.211 0.33
C -3.899 -37.283 6.439 -1.71
C -8.967 -23.444 -0.277 -0.26
C -7.871 -30.388 0.033 2.74
C -2.826 -27.459 3.364 -0.83
C -11.259 -28.787 -3.300 -0.60
C -4.227 -35.993 7.309 -0.72
C -3.310 -27.388 -3.986 -1.08
C -8.367 -31.718 0.592 -0.72
C -10.282 -33.525 5.109 -0.06
C -9.116 -29.792 -0.697 -1.28
C -9.269 -29.172 10.892 -0.81
C -7.518 -32.432 1.618 -0.17
C -13.255 -32.129 -2.101 0.47
C -14.796 -33.476 1.772 -1.74
C -6.152 -37.939 5.371 -1.41
C -12.518 -25.215 -3.541 1.25
H -3.684 -27.912 3.908 0.20
H -9.239 -30.207 -1.720 0.69
H -3.493 -34.273 3.659 1.02
H -2.210 -31.767 5.536 -0.04
H -8.568 -32.369 -0.252 0.84
H -10.187 -29.781 10.836 0.34
H -2.966 -31.097 1.226 -0.28
H -4.182 -32.034 -2.497 0.14
H -8.144 -21.555 -0.174 0.48
H 0.546 -33.180 -0.337 0.44
H -11.925 -24.580 -1.541 -0.06
H -9.948 -23.203 0.154 0.32
H -14.644 -25.530 -3.773 0.35
H -9.492 -28.126 11.087 0.25
H -12.098 -29.177 -2.761 -0.05
H -9.558 -28.648 7.411 0.48
H -9.590 -37.550 4.507 0.24
H -3.487 -39.193 4.739 0.37
H -13.721 -31.318 -4.819 0.16
H -9.738 -32.901 -3.759 0.27
H -3.473 -36.067 8.083 0.44
H -1.062 -31.029 -3.834 0.42
H -6.775 -37.399 6.063 0.27
H -1.764 -33.235 2.243 0.22
H -10.149 -27.722 -5.620 0.71
H -12.974 -34.570 -6.235 0.52
H -3.712 -30.841 9.022 0.32
H -6.381 -28.067 3.306 -0.14
H -6.627 -33.423 5.530 -0.66
H -6.988 -34.761 4.455 -0.03
H -12.903 -31.119 -2.280 -0.26
H -9.734 -22.277 -2.564 -0.01
H -9.276 -31.036 9.198 0.41
H -10.853 -29.623 -3.932 0.21
H -13.717 -32.222 -1.131 -0.01
H 0.685 -32.295 1.109 0.52
H -8.692 -31.975 6.654 -0.33
H -3.663 -30.159 -0.993 -0.64
H -10.955 -30.262 4.093 0.32
H -13.520 -28.681 -4.294 0.28
H -10.362 -31.931 -1.907 -0.49
H -2.985 -37.766 3.836 0.35
H -5.431 -24.146 0.983 0.66
H -3.397 -31.761 6.930 -0.32
H -6.569 -32.652 1.120 0.48
H -4.651 -26.562 -5.465 0.44
H -3.410 -30.847 -3.622 0.34
H -8.969 -28.702 -0.735 -0.69
H -14.079 -24.046 -4.473 0.46
H 0.678 -31.495 -0.349 0.26
H -10.774 -33.104 -6.176 0.43
H -9.377 -31.553 1.010 -0.94
H -5.284 -27.157 2.218 -0.73
H -6.617 -25.483 0.723 -0.28
H -4.359 -25.716 2.634 0.95
H -6.015 -25.093 -4.077 0.43
H -6.216 -29.570 -1.183 -0.42
H -11.539 -31.515 -5.966 0.20
H -11.752 -35.164 -5.113 0.31
H -4.853 -25.151 -2.768 -0.12
H -9.405 -38.419 2.534 0.19
H -6.261 -36.286 3.318 0.17
H -8.781 -26.195 -0.204 0.23
H -4.789 -26.966 -1.384 -0.61
H -6.538 -29.432 4.441 -0.80
H -12.466 -28.941 -5.682 0.25
H -8.230 -31.438 3.373 0.04
H -3.969 -38.152 7.013 0.49
H -10.423 -25.691 -0.137 1.40
H -4.015 -33.915 6.911 -0.17
H -10.853 -27.457 1.139 0.21
H -7.036 -30.859 -1.926 0.63
H -7.929 -33.403 1.960 0.01
H -10.021 -29.924 -0.085 -0.01
H -5.000 -30.772 1.181 0.12
H -13.668 -30.993 1.584 0.39
H -6.564 -31.592 3.541 -0.92
H -5.553 -29.702 6.225 0.77
H -2.882 -33.674 0.902 0.47
H -11.858 -32.698 6.267 0.33
H -5.270 -36.124 7.667 0.31
H -2.911 -37.149 6.027 0.54
H -7.781 -26.239 -3.430 0.53
H -0.483 -32.347 -2.763 0.42
H -2.632 -26.507 3.879 0.43
H -4.432 -38.736 3.396 0.37
H -8.255 -23.823 0.483 0.09
H -2.566 -29.222 -1.961 0.09
H -0.025 -30.723 -2.373 0.30
H -13.793 -25.550 -5.354 0.33
H -3.586 -25.485 0.379 0.40
H -0.817 -29.508 -0.205 0.48
H -9.236 -27.953 1.303 -0.58
H -12.302 -32.683 -6.941 0.46
H -1.612 -31.025 4.171 -0.54
H -8.249 -25.243 3.165 0.33
H -12.846 -27.494 -1.624 0.28
H -13.134 -34.558 3.140 0.31
H -10.340 -30.249 7.297 0.27
H -6.364 -28.177 0.345 -1.13
H -12.961 -33.189 0.698 -1.46
H -13.620 -24.672 -1.750 0.40
H -9.746 -35.757 4.598 -0.17
H -10.471 -28.495 -2.615 -0.97
H -4.634 -30.347 2.752 0.58
H -2.545 -34.139 -1.577 0.33
H -5.735 -31.423 5.982 -0.36
H -11.518 -25.688 -6.211 0.37
H -8.684 -29.551 11.709 0.31
H -2.273 -28.911 0.535 -0.10
H -11.564 -35.265 -2.010 0.44
H -11.724 -32.157 4.680 -0.10
H -2.380 -27.605 -4.579 0.30
H -10.373 -24.623 -3.572 -0.65
H -7.300 -29.567 7.426 -0.25
H -6.886 -35.069 6.214 0.61
H -8.130 -38.001 1.366 0.25
H -15.381 -32.674 1.290 0.39
H -3.337 -28.714 7.021 0.38
H -9.316 -29.569 5.949 0.10
H -7.284 -22.920 -2.509 0.35
H -6.593 -22.948 -1.055 0.27
H -12.911 -34.728 -0.916 0.07
H -5.076 -33.509 3.234 -0.26
H -7.348 -32.110 7.736 0.26
H -13.390 -27.451 -5.445 0.24
H -3.794 -27.694 -0.295 -0.43
H -14.538 -32.876 -5.232 0.45
H -6.773 -37.874 4.426 0.25
H -2.764 -24.948 -4.096 0.27
H -11.711 -33.960 2.680 -0.04
H -13.214 -34.888 -2.526 0.48
H -2.894 -25.161 -5.675 0.28
H -15.224 -33.548 2.789 0.51
H -3.876 -28.325 -3.851 0.18
H -15.058 -34.426 1.218 0.35
H -1.307 -30.730 1.796 0.50
H -15.244 -32.100 -3.016 0.50
H -13.907 -31.732 3.142 0.46
H -7.629 -27.726 -2.399 0.14
H -5.734 -24.783 -0.675 -0.65
H -0.639 -30.955 5.721 0.42
H -3.987 -32.801 4.486 -0.25
H -1.306 -34.361 0.931 0.59
H -2.993 -27.051 -3.019 0.16
H -10.035 -32.598 3.146 -0.57
H -4.607 -30.462 4.970 -0.23
H -4.919 -29.114 1.662 0.26
H -13.566 -35.067 -4.648 0.33
H -7.165 -26.104 -1.862 0.16
H -11.231 -32.528 -0.376 -0.50
H -7.988 -26.699 2.413 -0.45
H -12.750 -30.336 4.130 0.60
H -7.951 -28.839 3.705 0.13
H -6.215 -39.014 5.613 0.46
H -1.915 -28.055 3.483 0.27
H -14.452 -33.674 -3.050 0.28
H -9.633 -26.880 -4.176 -0.69
H -9.215 -20.521 -2.229 0.36
H -4.886 -29.845 8.512 0.34
H -7.602 -30.900 9.629 0.45
H -9.823 -26.358 -1.669 -0.63
H -6.031 -31.272 -0.637 0.24
H -2.056 -29.732 7.551 0.42
H -11.874 -29.279 3.029 0.11
H -2.808 -32.483 -3.609 0.61
H -11.360 -23.709 -4.721 0.61
H -12.778 -23.273 -2.532 0.30
H -10.143 -33.567 -1.321 0.66
H -9.902 -25.192 -5.854 0.61
H -3.052 -34.935 5.894 0.56
H -10.479 -21.386 -1.302 0.38
H -8.906 -33.842 3.467 -0.98
```